{"formula": "CH4P2", "method": "ωB97M-V with the def2-TZVPD basis set", "species": ["P", "P", "C", "H", "H", "H", "H"], "coordinates": [[-1.569, 0.354, -0.317], [1.412, 0.043, 0.972], [0.081, -0.098, 0.026], [-1.165, 1.639, -0.826], [0.737, -1.759, -1.285], [-1.689, 0.877, 0.957], [2.192, -1.055, 0.474]], "total_charge": 0, "homo_lumo_gap_ha": [0.3284, 0.2856], "lumo_energy_ev": [-0.55, -0.45], "homo_energy_ev": [-9.485, -8.223]}

=====

{"formula": "CH4P2S", "method": "ωB97M-V with the def2-TZVPD basis set", "species": ["S", "P", "P", "C", "H", "H", "H", "H"], "coordinates": [[1.235, -0.087, 2.861], [-0.495, 0.229, 0.224], [0.221, -0.265, -1.778], [1.196, 0.586, 1.483], [-0.826, 1.743, 0.161], [1.292, -0.799, -0.969], [-1.901, -0.015, -0.221], [-0.722, -1.392, -1.760]], "total_charge": 0, "homo_lumo_gap_ha": 0.2911, "lumo_energy_ev": -0.27, "homo_energy_ev": -8.195, "smiles": "P[PH2]=C=S"}

=====

{"formula": "CH4P2S", "method": "ωB97M-V with the def2-TZVPD basis set", "species": ["S", "P", "P", "C", "H", "H", "H", "H"], "coordinates": [[-2.669, -0.380, 0.128], [1.195, 0.819, 1.016], [-0.956, -0.568, -0.853], [0.820, -0.024, -0.328], [-0.866, -1.978, -1.110], [0.884, 1.733, 1.952], [2.628, 0.623, 1.325], [-1.037, -0.226, -2.130]], "total_charge": 0, "homo_lumo_gap_ha": 0.2735, "lumo_energy_ev": -1.09, "homo_energy_ev": -8.532, "smiles": "[PH2]#C[PH2]=S"}

=====

For reference, relative energy (zero: lowest compared OMol25 entry of this formula, charge and spin) by record: 4.711, 4.366, 4.437 eV.